Entry 1:
2 unconnected molecules or ions with the total composition C3H9BrN. Source: the OMol25 dataset; level of theory: wB97M-V/def2-TZVPD.

XYZ file:
```
14
Properties=species:S:1:pos:R:3:forces:R:3:mulliken_charge:R:1
C -1.28256 -0.85205 0.34077 -1.779 -4.272 -1.583 -0.94
C 0.37273 -0.31140 -1.45220 2.135 0.733 -2.447 -1.03
C 0.97206 1.21841 1.50263 0.714 -0.320 -1.187 -0.31
N -0.41423 0.00642 -0.34392 1.365 0.876 2.490 -0.08
Br 2.42474 1.50561 0.39360 -0.988 0.022 1.034 0.16
H -2.33446 -0.67249 0.09846 0.022 0.406 -0.001 0.34
H -1.14483 -1.91809 -0.06284 0.006 1.429 0.391 0.29
H -1.25018 -1.03972 1.38815 0.708 0.716 1.077 0.32
H 0.39778 0.57937 -2.14535 0.100 -1.046 0.679 0.39
H 1.45243 -0.67322 -1.34804 -0.766 0.955 0.974 0.34
H 0.08529 -1.16240 -2.04937 -1.223 -0.305 -0.002 0.35
H 0.33757 2.08587 1.82129 0.504 -0.972 -0.612 0.40
H 1.02901 0.28312 2.07205 -0.252 0.485 -0.193 0.33
H -0.64534 0.95058 -0.21523 -0.546 1.292 -0.619 0.43
```
Forces are in eV/Å.

Results
Highest occupied orbital energy (alpha / beta)   -13.784 / -13.785 eV
Total charge   +1
2S+1   1
M   139.02 g mol⁻¹
Orbital gap (alpha / beta)   6.885 / 6.888 eV
LUMO energy (alpha / beta)   -6.898 / -6.897 eV

---

Entry 2:
9 unconnected molecules or ions with the total composition C43H45N8O17. Source: the OMol25 dataset; level of theory: wB97M-V/def2-TZVPD.

XYZ file:
```
113
Properties=species:S:1:pos:R:3:forces:R:3:mulliken_charge:R:1
C -58.21249 -7.71434 -50.78635 -1.064 1.381 -0.608 0.14
O -58.08834 -6.60122 -51.37060 0.148 -0.844 0.608 -0.70
O -57.43976 -8.74943 -51.30067 -5.245 -2.990 4.232 -0.20
O -59.03213 -8.02628 -49.88204 1.211 -0.055 -0.719 -0.07
H -56.72715 -8.53630 -51.75382 4.874 2.488 -3.584 0.12
C -61.30740 -4.54376 -53.23156 2.019 -0.519 3.538 -0.38
C -60.52749 -4.31143 -51.91961 -2.528 3.670 -1.602 0.76
C -60.38207 -2.77891 -51.48096 0.031 -0.530 -2.082 0.06
C -60.85316 -1.65798 -52.45974 -1.092 -7.336 -1.287 -0.09
C -61.66694 -2.11718 -53.68691 1.128 0.412 2.444 -0.57
C -61.82853 -3.52252 -53.98488 -1.088 2.653 -1.042 -0.42
N -60.50104 -0.34463 -52.17633 0.229 3.565 2.995 0.92
O -60.91978 0.59781 -52.89666 1.242 -2.264 1.370 -0.58
O -59.86990 -0.15555 -51.04474 -1.724 -0.194 -3.919 -0.57
H -61.53621 -5.59386 -53.56133 0.516 1.112 0.578 0.46
H -60.35327 -5.24154 -51.28250 0.370 1.797 -0.767 -0.29
H -59.82265 -2.30063 -50.50774 -1.483 -1.905 -2.621 0.01
H -62.26906 -1.36853 -54.27944 1.198 -0.803 0.687 0.36
H -62.51386 -3.74454 -54.89214 1.375 0.247 1.656 0.27
C -60.78997 -5.02796 -46.67583 1.560 -3.657 -2.997 -0.70
C -60.31137 -6.11993 -47.55676 -0.043 -3.732 7.198 -0.84
C -59.98431 -7.49813 -46.91135 -2.410 4.419 3.867 0.15
C -60.30002 -7.64600 -45.38356 0.115 4.865 -2.484 0.20
C -60.75703 -6.42660 -44.55441 1.257 -0.615 -6.620 -0.78
C -60.94447 -5.12816 -45.34373 0.989 -5.849 2.318 -0.40
N -60.03521 -8.93167 -44.76741 0.149 -2.177 0.223 0.97
O -59.33420 -9.80973 -45.33313 -1.279 2.339 0.651 -0.56
O -60.60176 -9.13961 -43.69698 0.472 0.339 -0.472 -0.59
H -61.04558 -4.13302 -47.14145 -0.235 1.524 -0.772 0.47
H -60.13560 -6.17278 -48.55317 0.329 0.647 -3.026 0.89
H -59.57750 -8.38458 -47.35979 0.028 0.138 -0.661 0.26
H -60.97605 -6.46364 -43.53125 -0.101 -0.270 1.209 0.51
H -61.22840 -4.30548 -44.81005 -0.802 1.982 1.425 0.48
C -59.53430 -11.15528 -49.03829 -1.903 -6.846 -1.728 0.56
C -58.82513 -12.06508 -50.09831 -3.869 0.763 3.684 -0.64
C -59.24050 -13.34370 -50.45450 -2.380 -1.132 0.138 -0.39
C -60.49811 -13.96566 -49.84002 1.663 6.034 1.958 0.02
C -61.28744 -13.04185 -48.84472 6.162 0.102 -3.119 -0.98
C -60.71369 -11.66192 -48.40125 -0.341 -1.675 -2.644 -0.24
N -60.91225 -15.32257 -50.14895 -1.530 -0.513 -0.336 0.88
O -60.18939 -16.03272 -50.88670 -1.535 1.384 1.731 -0.58
O -62.04953 -15.65080 -49.69096 2.828 0.195 -1.125 -0.58
H -59.12064 -10.25343 -48.77206 0.815 2.018 0.248 -0.26
H -58.04713 -11.50126 -50.45775 2.077 0.475 -1.544 0.72
H -58.81488 -13.93277 -51.31705 -0.078 0.838 1.244 0.35
H -62.00732 -13.70157 -48.52576 -2.453 -0.203 1.630 0.62
H -61.31669 -10.92378 -47.80975 0.532 -1.324 -0.233 0.38
C -54.97562 -13.66478 -52.34204 -0.916 5.098 1.277 -0.57
C -55.00989 -12.34767 -51.42044 0.951 1.062 -5.141 -0.45
C -54.80391 -11.03576 -52.08852 -2.176 -15.207 -9.303 -0.82
C -54.75963 -10.89173 -53.64760 -0.066 -7.483 3.391 0.03
C -54.73371 -12.28235 -54.46587 -0.318 3.085 4.022 -0.35
C -54.92133 -13.58032 -53.74840 1.011 2.267 0.137 -0.34
N -54.94997 -9.62429 -54.26657 0.234 1.366 -0.499 0.97
O -54.77959 -8.53764 -53.67439 -0.106 -2.000 -0.075 -0.59
O -55.31439 -9.69253 -55.42496 0.027 0.236 -0.303 -0.58
H -55.13196 -14.62897 -51.90816 -0.010 -0.251 0.456 0.42
H -55.23781 -12.16777 -50.37339 0.271 -1.203 0.122 0.43
H -54.68093 -10.22579 -51.78824 1.368 12.645 6.419 1.12
H -54.43944 -12.06357 -55.48691 -0.594 -0.868 -0.174 0.40
H -54.95979 -14.58002 -54.23946 0.200 1.261 -0.149 0.32
C -57.60000 -3.59109 -54.17934 1.725 -3.041 4.028 -0.32
C -56.98756 -3.67052 -52.73220 0.100 2.936 -1.070 0.00
C -56.57196 -2.41822 -52.09336 0.699 -0.815 -5.605 -0.07
C -56.21072 -1.21234 -53.01929 -4.178 -2.428 -2.325 -0.25
C -56.84412 -1.13305 -54.42580 0.423 -1.926 1.325 -0.32
C -57.51399 -2.46232 -54.93533 3.722 3.159 7.383 -0.65
N -55.45908 -0.08631 -52.47862 0.210 -0.907 3.561 0.96
O -55.11076 -0.18764 -51.23756 -0.906 0.391 -3.713 -0.58
O -55.21626 0.84812 -53.19334 0.201 0.245 -0.103 -0.60
H -58.02124 -4.66027 -54.48972 0.827 2.791 0.173 0.22
H -56.72189 -4.63838 -52.15912 -1.457 1.509 -1.173 0.02
H -56.23789 -2.48808 -51.09735 0.575 0.424 0.933 0.60
H -56.85837 -0.17969 -55.21090 0.441 -2.700 2.653 0.26
H -57.90976 -2.50907 -55.80357 -2.551 0.295 -6.020 0.71
C -61.66046 -7.97653 -51.87400 -10.700 -3.010 0.576 -0.76
C -63.09419 -7.43222 -51.86019 -1.002 -3.245 2.127 -0.28
C -64.25251 -8.42165 -51.50079 3.256 -1.336 -0.413 -0.51
C -63.95195 -9.96816 -51.39717 4.029 3.748 -0.510 -0.05
C -62.49908 -10.38556 -51.50652 -1.896 4.840 -0.298 -0.37
C -61.43195 -9.30064 -51.72980 -1.858 -3.445 0.390 -0.38
N -65.06478 -10.92511 -51.20294 -3.032 1.735 -0.111 0.86
O -66.24338 -10.45091 -50.88929 4.064 -1.247 -0.726 -0.58
O -64.87790 -12.08134 -51.48935 0.202 0.211 0.455 -0.52
H -60.87888 -7.46437 -51.94570 6.137 5.047 -0.796 0.98
H -63.30771 -6.30627 -51.84739 0.285 -1.956 -0.153 0.27
H -65.32683 -8.18797 -51.21667 1.647 0.178 -0.805 0.36
H -62.14330 -11.36883 -51.35888 -0.056 -1.026 0.024 0.64
H -60.35375 -9.54885 -51.80498 -0.945 -0.534 0.381 0.29
C -56.05658 -9.64204 -48.08502 -2.658 -2.857 0.342 0.36
O -56.09116 -10.68480 -47.38245 0.132 1.784 -1.131 -0.74
N -54.96402 -8.91969 -48.22340 1.777 1.077 -2.165 0.12
C -55.03336 -7.69155 -49.14446 0.936 1.335 8.078 -0.95
C -53.73084 -9.40164 -47.53561 -2.531 2.420 2.142 -0.95
H -57.02715 -9.36942 -48.70005 1.918 0.190 1.019 0.15
H -54.15805 -6.99962 -49.11354 -0.209 -0.986 0.561 0.38
H -55.83168 -7.14213 -48.60169 0.187 0.088 -1.344 0.36
H -55.17003 -7.87436 -50.07902 -1.428 -1.577 -5.756 0.27
H -54.07655 -9.20819 -46.41994 1.688 -0.610 -1.865 0.29
H -52.92431 -8.77522 -47.88384 0.291 0.185 0.311 0.32
H -53.50997 -10.42822 -47.66405 -0.118 -1.046 -0.315 0.28
C -55.53752 -3.10337 -48.35534 -5.531 2.745 0.579 -0.33
O -55.19193 -2.06041 -47.87317 -0.006 1.472 0.327 -0.57
N -56.85046 -3.44935 -48.67147 0.779 2.676 -0.524 -0.01
C -57.29927 -4.71638 -49.14858 -1.040 -1.114 -1.017 -0.03
C -57.78768 -2.36623 -48.62818 -4.156 -4.858 -7.369 -1.32
H -54.88049 -3.79014 -48.48546 4.320 -5.264 -1.219 0.77
H -56.59788 -5.10343 -49.92761 -0.658 -0.230 0.906 0.12
H -58.37211 -4.78759 -49.62142 2.230 0.866 0.654 -0.43
H -57.40930 -5.28397 -48.23160 0.233 -1.219 -0.275 0.49
H -58.79401 -2.73148 -48.30335 0.601 0.023 -0.673 0.19
H -57.90431 -1.65732 -49.56118 0.278 -1.792 1.064 0.16
H -57.56934 -1.76900 -47.98165 2.994 6.832 7.664 1.03
```
Forces are in eV/Å.

Results
Highest occupied orbital energy   -6.943 eV
Total charge   -1
2S+1   1
M   945.87 g mol⁻¹
Orbital gap   6.915 eV
LUMO energy   -0.028 eV

---

Entry 3:
A molecular structure, C30H25FeN3PS3Se2. Source: the OMol25 dataset; level of theory: wB97M-V/def2-TZVPD.

XYZ file:
```
65
Properties=species:S:1:pos:R:3:forces:R:3:mulliken_charge:R:1
Fe 0.96240 -0.03380 0.05780 -1.388 0.879 -0.198 1.02
C 2.43330 0.09450 3.39350 0.126 -0.087 -0.105 -1.38
C 0.94470 0.16800 3.43730 0.221 -0.014 0.147 0.68
C 0.32900 0.44610 4.65340 -0.574 -0.001 0.014 -0.85
C -1.05160 0.52920 4.71240 0.462 -0.029 0.054 -0.73
C -1.77480 0.30440 3.55960 -0.016 -0.132 -0.450 -1.09
C -1.09950 -0.00390 2.37910 0.585 0.262 1.015 0.41
N 0.24700 -0.03690 2.32010 -0.518 -0.078 -0.280 0.77
C -1.82790 -0.32090 1.15350 -0.137 0.027 -1.110 0.63
C -3.13930 -0.77980 1.17320 -0.126 0.036 -0.122 -1.03
C -3.76530 -1.10540 -0.01670 0.399 0.157 0.014 -0.97
C -3.07350 -0.92430 -1.20050 -0.048 0.070 0.010 -1.13
C -1.77410 -0.43030 -1.16760 -0.315 -0.006 1.189 0.81
N -1.15950 -0.15650 -0.00150 -0.912 -0.910 -0.046 0.84
C -1.00480 -0.18600 -2.38530 0.560 0.149 -1.024 0.36
C -1.63340 0.00330 -3.61840 -0.034 -0.139 0.579 -1.17
C -0.86610 0.20790 -4.74480 0.497 0.031 0.009 -0.65
C 0.51240 0.23700 -4.60940 -0.497 -0.028 -0.002 -0.90
C 1.07400 0.08110 -3.34430 0.226 0.005 -0.143 0.40
C 2.55400 0.16910 -3.18190 0.054 -0.076 0.178 -0.93
N 0.33400 -0.13010 -2.26090 -0.596 -0.058 0.253 0.62
H 2.83060 -0.37090 4.29290 -0.074 -0.045 0.170 0.52
H 2.83860 1.10570 3.32150 0.049 -0.042 -0.088 0.26
H 2.76340 -0.47990 2.53420 -0.027 0.194 0.130 -0.13
H 0.93480 0.59140 5.53530 0.056 0.026 0.022 0.48
H -1.54930 0.75070 5.64630 -0.051 0.060 0.008 0.41
H -2.84990 0.37990 3.56180 -0.084 -0.001 0.016 0.42
H -3.66450 -0.91520 2.10380 0.052 -0.053 0.131 0.40
H -4.76690 -1.51070 -0.01730 -0.037 -0.009 -0.014 0.42
H -3.52850 -1.20400 -2.13700 0.013 0.003 -0.087 0.42
H -2.70850 0.00870 -3.68240 -0.116 -0.008 0.003 0.43
H -1.33580 0.35080 -5.70740 -0.007 0.016 -0.068 0.42
H 1.15360 0.39180 -5.46420 0.073 0.016 -0.030 0.49
H 3.06120 -0.45580 -3.91180 0.046 -0.115 -0.127 0.42
H 2.83670 -0.15040 -2.18200 0.035 0.129 -0.175 -0.49
H 2.88020 1.19810 -3.32380 0.047 0.092 0.091 0.31
S 0.09180 4.76040 1.53220 0.019 0.415 0.361 -0.37
C 0.66930 3.39660 0.78560 0.143 0.102 -0.097 0.04
S -0.16780 2.47470 -0.32730 0.117 -0.198 -0.162 -0.27
S 2.33690 3.01920 1.26050 -0.253 0.132 0.184 -0.24
Se 2.91950 1.16360 0.24400 1.751 0.648 -0.274 -0.30
P 1.36360 -2.32360 -0.00970 0.514 -1.553 0.162 1.11
Se -0.46050 -3.45700 0.01270 -0.672 -0.130 -0.036 -0.72
C 2.37560 -3.02120 -1.38920 -0.055 0.259 -0.038 0.95
C 3.66710 -2.53880 -1.58640 -0.092 -0.047 -0.040 -0.15
C 4.47190 -3.07120 -2.57440 0.224 0.053 -0.047 -0.98
C 3.98690 -4.07110 -3.40310 0.056 -0.058 -0.119 -0.52
C 2.69670 -4.54020 -3.22400 0.134 -0.090 -0.120 -0.61
C 1.89900 -4.02670 -2.21670 -0.083 0.018 -0.019 -0.56
C 2.42600 -3.06550 1.31200 -0.042 0.263 0.024 1.08
C 3.66810 -2.49850 1.58580 -0.004 -0.053 -0.049 -0.24
C 4.52650 -3.08860 2.49430 0.142 0.008 0.026 -0.92
C 4.14040 -4.23830 3.16550 0.087 -0.014 0.110 -0.55
C 2.89240 -4.78570 2.92500 0.105 -0.115 0.068 -0.55
C 2.04390 -4.20770 1.99830 -0.114 -0.012 0.021 -0.83
H 4.04820 -1.73730 -0.96650 0.030 0.009 -0.021 0.16
H 5.48340 -2.70300 -2.69190 0.021 0.023 -0.069 0.41
H 4.61050 -4.47870 -4.18830 0.042 -0.024 -0.012 0.37
H 2.31210 -5.32350 -3.86270 -0.027 -0.055 -0.065 0.39
H 0.90060 -4.41540 -2.06350 -0.041 0.076 0.067 0.29
H 3.97110 -1.58520 1.08770 -0.007 0.026 0.039 0.04
H 5.50040 -2.65000 2.66870 0.029 0.024 0.074 0.43
H 4.80700 -4.70020 3.87970 0.077 -0.039 0.066 0.37
H 2.58150 -5.68110 3.44640 -0.009 -0.049 0.059 0.39
H 1.07560 -4.64830 1.79900 -0.033 0.056 -0.058 0.31
```
Forces are in eV/Å.

Results
Expectation value of S²   6.025
Highest occupied orbital energy (alpha / beta)   -3.769 / -4.003 eV
Total charge   -1
2S+1   5
M   768.49 g mol⁻¹
Orbital gap (alpha / beta)   5.822 / 5.932 eV
LUMO energy (alpha / beta)   2.053 / 1.929 eV